(1)
{
  "formula": "C3H8O3",
  "method": "ωB97M-V/def2-TZVPD",
  "species": ["O", "O", "O", "C", "C", "C", "H", "H", "H", "H", "H", "H", "H", "H"],
  "xyz": [[-3.03855, 3.80844, 3.28311], [-0.27406, -0.28567, 0.31910], [1.17927, -1.74988, 1.22990], [0.53327, -1.16059, 0.19538], [0.57645, -0.94501, -2.37553], [1.31113, -1.36661, -1.09398], [-2.52262, 4.59596, 3.04730], [2.25141, -0.82705, -0.99662], [1.04132, -1.18884, 2.00851], [0.10705, -1.82808, -2.81760], [-3.78488, 4.20725, 3.74502], [-0.25834, -0.27639, -2.24852], [1.32076, -0.57176, -3.08031], [1.55779, -2.41175, -1.21576]],
  "mulliken_charge": [-0.638, -0.520, -0.453, 0.511, -0.994, -0.335, 0.320, 0.268, 0.333, 0.288, 0.318, 0.307, 0.284, 0.312],
  "smiles": "CCC(=O)O.O",
  "relative_energy_kj_mol": 53.3,
  "total_charge": 0,
  "homo_energy_ev": -10.512,
  "e_tot_ha": -344.8281,
  "orbital_gap_ev": 11.29
}


(2)
{
  "formula": "C3H8O3Pm",
  "method": "ωB97M-V/def2-TZVPD",
  "species": ["Pm", "O", "O", "O", "C", "C", "C", "H", "H", "H", "H", "H", "H", "H", "H"],
  "xyz": [[2.48050, 2.61735, 1.87032], [2.31961, 1.49206, -0.17219], [0.19892, 2.02696, 1.89166], [-1.20606, -1.73466, 0.40412], [-0.36320, 1.82442, 0.73225], [-1.07907, -2.18229, -0.92889], [1.22569, 0.76151, -0.39743], [-0.49299, 2.65383, 0.01738], [-1.36486, -1.34646, -1.58150], [-0.72290, -2.31023, 1.03243], [-1.22444, 1.14078, 0.72239], [1.18024, -0.19753, 0.14585], [0.82631, 0.74778, -1.42335], [-0.04021, -2.45458, -1.17610], [-1.73756, -3.03895, -1.13694]],
  "mulliken_charge": [1.953, -0.613, -0.587, -0.507, -0.122, -0.554, -0.137, 0.357, 0.209, 0.308, 0.363, 0.346, 0.412, 0.285, 0.286],
  "relative_energy_kj_mol": 0.0,
  "multiplicity": 6,
  "total_charge": 2,
  "homo_energy_ev": [-16.101, -16.102],
  "e_tot_ha": -952.4212,
  "orbital_gap_ev": [4.61, 5.27],
  "s_squared": 8.76
}


(3)
{
  "formula": "C3H8O3S",
  "method": "ωB97M-V/def2-TZVPD",
  "species": ["S", "O", "O", "O", "C", "C", "C", "H", "H", "H", "H", "H", "H", "H", "H"],
  "xyz": [[2.18890, 0.58203, 1.03160], [1.31624, -1.49901, -1.71895], [-2.09787, 0.35910, -0.74575], [-2.82094, 0.08321, 1.37075], [-1.95232, 0.06835, 0.55291], [0.44113, 1.00757, 0.67572], [-0.48896, -0.20523, 0.81506], [-2.98260, 0.53128, -1.06778], [1.95374, -1.40509, -2.43503], [1.61450, -2.28533, -1.26389], [0.14103, 1.80286, 1.35424], [0.40571, 1.40490, -0.33603], [-0.18510, -0.91059, 0.04087], [-0.24845, -0.69029, 1.75939], [2.71498, 1.15625, -0.03310]],
  "mulliken_charge": [-0.231, -0.587, -0.441, -0.538, 0.335, -0.638, -0.184, 0.335, 0.286, 0.297, 0.411, 0.342, 0.046, 0.449, 0.116],
  "smiles": "O=C(O)CCS.O",
  "relative_energy_kj_mol": 32.2,
  "total_charge": 0,
  "homo_energy_ev": -9.068,
  "e_tot_ha": -743.0205,
  "orbital_gap_ev": 9.59
}


(4)
{
  "formula": "C3H8O3S3",
  "method": "ωB97M-V/def2-TZVPD",
  "species": ["S", "S", "S", "O", "O", "O", "C", "C", "C", "H", "H", "H", "H", "H", "H", "H", "H"],
  "xyz": [[-1.77065, -0.33115, 0.28204], [0.46325, 2.60106, 0.22247], [2.40466, -1.38780, 0.13633], [-1.44345, 0.30583, 1.56868], [-2.92472, -1.25753, 0.24322], [-2.09479, 0.67281, -0.95777], [-0.25324, -1.14878, -0.19486], [0.92747, 0.92823, -0.57455], [0.95504, -0.35380, 0.17961], [-2.84912, 0.21139, -1.50331], [0.13529, 0.84173, -1.37517], [1.10741, 1.86189, 1.96930], [3.11968, -0.30875, 0.72028], [-0.37035, -1.33892, -1.29859], [-0.30436, -2.13943, 0.27505], [2.04248, 0.82991, -0.94697], [0.85541, 0.01332, 1.25426]],
  "mulliken_charge": [1.228, -0.110, -0.193, -0.517, -0.665, -0.501, -1.392, -0.533, 0.306, 0.397, 0.267, 0.134, 0.160, 0.382, 0.526, 0.367, 0.144],
  "relative_energy_kj_mol": 382.1,
  "total_charge": 0,
  "homo_energy_ev": -9.276,
  "e_tot_ha": -1539.2317,
  "orbital_gap_ev": 8.18
}


(5)
{
  "formula": "C3H8O3Si",
  "method": "ωB97M-V/def2-TZVPD",
  "species": ["Si", "O", "O", "O", "C", "C", "C", "H", "H", "H", "H", "H", "H", "H", "H"],
  "xyz": [[1.06896, -0.76552, 0.35022], [2.27345, -0.93367, -0.78635], [0.10691, -2.03436, 0.49085], [1.72846, -0.68623, 1.83204], [-1.26681, 1.08151, -0.96075], [0.05333, 1.23412, -0.37755], [-2.32851, 0.85014, -0.12700], [-2.21150, 0.74840, 0.95734], [0.79845, 1.86925, -0.92266], [-1.31438, 1.13364, -2.11625], [-0.63675, -2.34036, -0.16784], [2.12911, -1.45534, 2.20725], [3.17727, -0.76883, -0.47595], [-3.35805, 0.58734, -0.51154], [-0.21993, 1.47992, 0.60819]],
  "mulliken_charge": [0.692, -0.495, -0.487, -0.478, 0.180, -0.936, -0.803, 0.226, 0.320, 0.244, 0.348, 0.300, 0.318, 0.236, 0.337],
  "relative_energy_kj_mol": 147.3,
  "total_charge": 0,
  "homo_energy_ev": -8.253,
  "e_tot_ha": -634.3873,
  "orbital_gap_ev": 8.59
}


(6)
{
  "formula": "C3H8O4",
  "method": "ωB97M-V/def2-TZVPD",
  "species": ["O", "O", "O", "O", "C", "C", "C", "H", "H", "H", "H", "H", "H", "H", "H"],
  "xyz": [[0.72969, 1.90889, 0.06110], [-0.08017, -0.71995, 2.83783], [-1.32209, 1.19244, 0.44790], [0.24007, -1.89091, -0.57761], [-0.10898, 0.40865, -1.51818], [0.71910, -0.83495, -1.42443], [-0.22049, 1.24656, -0.30226], [1.72471, -0.61222, -1.04342], [0.03608, -1.59798, 0.31414], [0.31688, -0.86199, 3.69727], [-0.86680, -0.18718, 2.93923], [0.29040, 1.15028, -2.23031], [0.88538, -1.27236, -2.40752], [-1.12286, 0.13766, -1.85028], [-1.22092, 1.93306, 1.05656]],
  "mulliken_charge": [-0.578, -0.588, -0.440, -0.519, -0.361, -0.415, 0.531, 0.295, 0.285, 0.300, 0.304, 0.285, 0.321, 0.250, 0.330],
  "smiles": "O=C(O)CCO.O",
  "relative_energy_kj_mol": 59.1,
  "total_charge": 0,
  "homo_energy_ev": -10.336,
  "e_tot_ha": -420.0689,
  "orbital_gap_ev": 10.76
}


(7)
{
  "formula": "C3H8O4",
  "method": "ωB97M-V/def2-TZVPD",
  "species": ["O", "O", "O", "O", "C", "C", "C", "H", "H", "H", "H", "H", "H", "H", "H"],
  "xyz": [[0.00000, 0.00000, 0.00000], [1.27163, 0.73761, 2.74269], [2.27663, 1.92300, 7.58258], [1.65461, 1.40250, 4.91196], [1.48847, 1.16661, 1.39462], [1.35476, -0.06618, 0.49736], [1.69471, 1.55642, 3.71414], [-0.25080, 0.83368, -0.44998], [2.23560, 2.41123, 3.26204], [0.86174, 1.98761, 0.99635], [2.54826, 1.44858, 1.24363], [1.47430, 2.20075, 7.08521], [2.52236, 1.05407, 7.19166], [1.75522, -0.90886, 1.09315], [1.91225, -0.03492, -0.45850]],
  "mulliken_charge": [-0.543, -0.314, -0.617, -0.431, -0.287, -0.496, 0.183, 0.312, 0.296, 0.253, 0.368, 0.331, 0.319, 0.316, 0.310],
  "smiles": "O=COCCO.O",
  "relative_energy_kj_mol": 203.7,
  "total_charge": 0,
  "homo_energy_ev": -10.613,
  "e_tot_ha": -420.0138,
  "orbital_gap_ev": 11.13
}


(8)
{
  "formula": "C3H8O4",
  "method": "ωB97M-V/def2-TZVPD",
  "species": ["O", "O", "O", "O", "C", "C", "C", "H", "H", "H", "H", "H", "H", "H", "H"],
  "xyz": [[-0.82544, -1.18957, 1.81917], [1.67163, 2.55711, 1.33528], [-1.44611, -2.32387, 0.00748], [-1.27235, 0.35007, -1.24094], [0.44148, -0.79897, -0.11009], [-0.70398, -1.53615, 0.51713], [0.02009, -0.20755, -1.47038], [-0.13244, -1.02179, -2.17268], [1.17001, -1.60663, -0.23566], [-1.54269, -1.65093, 2.24207], [1.02618, 2.55768, 0.60992], [0.73994, 0.56911, -1.70768], [1.52375, 3.38038, 1.79458], [0.85019, -0.02874, 0.53266], [-1.52024, 0.94986, -1.92085]],
  "mulliken_charge": [-0.459, -0.622, -0.560, -0.537, -0.264, 0.554, -0.419, 0.325, 0.237, 0.329, 0.308, 0.355, 0.312, 0.141, 0.301],
  "smiles": "O=C(O)CCO.O",
  "relative_energy_kj_mol": 61.2,
  "total_charge": 0,
  "homo_energy_ev": -10.339,
  "e_tot_ha": -420.0681,
  "orbital_gap_ev": 10.88
}